1.
9 unconnected molecules or ions with the total composition C50H101B2ClF8NO17. Source: the Open Molecules 2025 dataset; level of theory: ωB97M-V/def2-TZVPD.

```
! RIJCOSX wB97M-V def2-TZVPD def2/J DEFGRID3
* xyz 1 1
C 5.842 -0.742 -0.199
C 5.591 -0.175 -1.711
O 4.173 0.129 -1.793
C 3.548 -0.477 -2.955
C 1.977 -0.682 -2.534
O 1.719 0.299 -1.501
N 0.781 -0.113 -0.586
C 1.514 -0.724 0.558
C 0.741 -2.043 1.136
C 1.723 -3.103 1.803
C 2.684 -3.907 0.865
C 3.592 -4.963 1.542
C 3.587 -5.271 3.061
C 2.629 -4.434 3.950
C 1.672 -3.338 3.352
C 1.916 0.237 1.776
C 1.458 1.766 1.643
C 1.464 2.619 3.032
C 1.756 1.791 4.352
O 0.871 1.530 5.213
O 3.071 1.268 4.625
B 2.455 2.671 0.675
O 2.066 3.915 0.060
O 3.818 2.210 0.419
C -0.069 1.702 1.121
Cl -0.996 0.953 2.564
C -0.296 0.883 -0.268
C -1.683 0.024 -0.237
C -3.007 0.909 -0.066
O -3.836 0.537 1.072
C -4.466 -0.742 0.870
C -6.070 -0.660 0.830
F -6.483 -0.031 -0.376
F -6.439 0.227 1.909
C -6.814 -2.048 1.134
F -8.198 -1.709 1.354
F -6.384 -2.621 2.377
C -6.813 -3.101 -0.076
F -7.344 -2.607 -1.290
F -7.677 -4.176 0.335
C -5.388 -3.752 -0.415
F -4.647 -4.175 0.716
F -5.670 -4.946 -1.176
C -0.405 2.082 -1.375
B -1.010 1.671 -2.813
O -1.021 0.366 -3.419
O -1.628 2.750 -3.593
H 6.365 0.043 0.469
H 6.465 -1.713 -0.213
H 4.846 -0.971 0.341
H 6.136 0.846 -1.725
H 5.971 -0.894 -2.509
H 4.021 -1.507 -3.184
H 3.610 0.245 -3.837
H 1.392 -0.541 -3.502
H 1.929 -1.780 -2.174
H 0.290 -0.910 -1.063
H 2.515 -1.150 0.161
H 0.171 -2.604 0.295
H -0.007 -1.647 1.901
H 2.714 -3.724 -0.262
H 4.274 -5.571 0.853
H 4.259 -6.087 3.507
H 2.564 -4.625 5.079
H 0.962 -2.737 4.029
H 3.061 0.238 1.899
H 1.504 -0.308 2.712
H 0.484 3.211 3.197
H 2.275 3.452 3.007
H 3.114 0.350 4.248
H 2.533 4.611 0.591
H 4.424 2.551 1.119
H -0.446 2.780 1.071
H -1.824 -0.595 -1.209
H -1.664 -0.794 0.582
H -3.685 0.871 -1.001
H -2.767 2.028 0.081
H -4.205 -1.382 1.797
H -4.090 -1.316 -0.043
H -4.777 -3.072 -1.108
H 0.598 2.597 -1.572
H -1.098 2.907 -0.956
H -1.812 0.275 -4.004
H -2.543 2.405 -3.761
C -7.363 2.007 5.929
C -7.163 3.347 5.237
C -8.418 3.780 4.496
O -6.079 3.247 4.316
H -7.590 1.222 5.201
H -6.449 1.703 6.448
H -8.178 2.056 6.656
H -6.892 4.106 5.977
H -8.682 3.055 3.719
H -8.257 4.738 3.995
H -9.265 3.881 5.180
H -6.308 2.578 3.657
C 6.533 2.065 8.722
C 6.463 1.636 7.265
C 5.253 0.753 7.007
O 7.652 0.925 6.924
H 6.626 1.198 9.381
H 7.413 2.690 8.896
H 5.642 2.629 9.011
H 6.417 2.520 6.623
H 5.301 -0.162 7.607
H 5.222 0.442 5.959
H 4.324 1.277 7.243
H 7.702 0.141 7.488
C 9.528 1.245 12.972
C 9.445 0.359 11.740
C 10.807 0.197 11.082
O 8.531 0.930 10.805
H 9.876 2.249 12.709
H 8.541 1.362 13.428
H 10.209 0.824 13.716
H 9.053 -0.623 12.019
H 11.199 1.165 10.752
H 10.730 -0.433 10.191
H 11.526 -0.255 11.769
H 8.870 1.800 10.551
C 1.284 -2.171 -8.094
C 1.161 -2.384 -6.595
C -0.215 -1.977 -6.089
O 2.160 -1.617 -5.921
H 1.150 -1.115 -8.351
H 2.280 -2.456 -8.442
H 0.542 -2.759 -8.639
H 1.344 -3.436 -6.357
H -0.401 -0.915 -6.276
H -0.286 -2.126 -5.007
H -1.002 -2.560 -6.574
H 2.007 -0.684 -6.126
C -9.507 -1.691 -4.883
C -8.174 -1.006 -5.136
C -7.124 -1.996 -5.616
O -7.724 -0.385 -3.934
H -9.411 -2.456 -4.106
H -10.248 -0.970 -4.527
H -9.887 -2.163 -5.792
H -8.302 -0.217 -5.881
H -6.946 -2.772 -4.864
H -6.168 -1.491 -5.783
H -7.432 -2.478 -6.548
H -7.606 -1.075 -3.267
C -1.747 -4.868 -9.711
C -1.226 -4.185 -10.966
C -1.811 -4.812 -12.222
O 0.197 -4.284 -11.004
H -1.468 -5.927 -9.699
H -1.310 -4.415 -8.817
H -2.836 -4.794 -9.645
H -1.476 -3.120 -10.936
H -1.533 -5.868 -12.296
H -1.419 -4.319 -13.115
H -2.901 -4.736 -12.230
H 0.429 -5.222 -11.031
C 5.115 5.727 5.197
C 5.038 4.837 3.967
C 6.405 4.664 3.323
O 4.136 5.413 3.019
H 5.472 6.728 4.933
H 4.125 5.853 5.643
H 5.786 5.305 5.949
H 4.636 3.858 4.246
H 6.807 5.628 2.994
H 6.334 4.031 2.433
H 7.114 4.209 4.019
H 4.483 6.280 2.768
C -5.713 1.572 -9.510
C -5.862 1.351 -8.012
C -7.235 1.785 -7.523
O -4.856 2.091 -7.321
H -5.820 2.632 -9.760
H -4.718 1.267 -9.845
H -6.460 1.004 -10.069
H -5.706 0.294 -7.779
H -7.396 2.852 -7.705
H -7.324 1.631 -6.444
H -8.028 1.222 -8.023
H -4.986 3.028 -7.521
*
```

lowest unoccupied orbital energy: -2.5 eV
M: 1197.41 g/mol
HOMO energy: -11.27 eV

=====

2.
2 unconnected molecules or ions with the total composition C19H29N4. Source: the Open Molecules 2025 dataset; level of theory: ωB97M-V/def2-TZVPD.

```
! RIJCOSX wB97M-V def2-TZVPD def2/J DEFGRID3
* xyz 1 1
C -4.047 -2.332 2.197
C -3.939 -1.010 1.413
C -2.903 -0.068 2.043
N -1.599 -0.740 2.221
C -0.413 -0.079 1.990
C 0.853 -0.699 1.934
C 0.982 -2.069 1.603
C 2.198 -2.701 1.664
C 3.335 -1.990 2.015
C 3.253 -0.629 2.276
C 2.040 0.017 2.229
C -1.702 -1.983 3.023
C -2.664 -2.981 2.375
H -4.488 -2.139 3.184
H -4.740 -3.024 1.698
H -3.655 -1.223 0.375
H -4.917 -0.513 1.355
H -2.753 0.828 1.432
H -3.239 0.276 3.027
H -0.456 0.994 1.949
H 0.114 -2.605 1.267
H 2.267 -3.755 1.447
H 4.283 -2.499 2.088
H 4.146 -0.082 2.532
H 1.977 1.064 2.475
H -0.711 -2.409 3.199
H -2.075 -1.697 4.012
H -2.728 -3.903 2.970
H -2.274 -3.280 1.393
C -0.958 0.610 -3.722
C -0.570 -0.278 -2.539
N 0.131 0.375 -1.518
C 0.930 1.346 -1.843
N 1.092 1.825 -3.153
C 0.284 1.299 -4.264
C 1.873 3.040 -3.437
C 2.989 3.297 -2.428
C 2.490 3.141 -0.990
N 1.654 1.953 -0.824
H -1.462 0.028 -4.508
H -1.675 1.372 -3.393
H -1.465 -0.729 -2.089
H 0.049 -1.113 -2.888
H 0.903 0.599 -4.835
H 0.025 2.120 -4.944
H 2.276 2.942 -4.449
H 1.178 3.883 -3.465
H 3.816 2.601 -2.612
H 3.408 4.303 -2.579
H 3.336 3.096 -0.293
H 1.894 4.017 -0.705
H 1.655 1.502 0.092
*
```

lowest unoccupied orbital energy: -4.5 eV
relative energy (zero: lowest compared OMol25 entry of this formula, charge and spin): 0.0 kJ/mol
M: 313.47 g/mol
HOMO energy: -10.09 eV

=====

Kohn-Sham gap / eV: 8.8; 5.6